No. 1
{"formula": "C5H12N2", "method": "ωB97M-V/def2-TZVPD", "e_above_lowest_kcal_mol": 40.2, "smiles": "C=C(CCN)NC", "molar_mass_g_mol": 100.16, "total_charge": 0, "fmax_ev_per_a": 1.7, "e_lumo_ev": 1.07, "elements": ["C", "C", "C", "C", "N", "N", "C", "H", "H", "H", "H", "H", "H", "H", "H", "H", "H", "H", "H"], "xyz": [[0.233049, 0.155320, 2.134475], [0.200003, -0.070106, 0.826135], [-0.017358, 1.061808, -0.173326], [-1.087429, 0.698564, -1.187819], [-2.323844, 0.227752, -0.553060], [0.676591, -1.287997, 0.286591], [1.908778, -1.262691, -0.513303], [-0.268736, 0.952542, 2.665261], [0.717434, -0.589922, 2.753660], [-0.388749, 1.929841, 0.385602], [0.966591, 1.363427, -0.530973], [-0.773417, -0.104555, -1.852805], [-1.270752, 1.580749, -1.803852], [-2.254944, 0.251338, 0.458471], [-3.098783, 0.819533, -0.818198], [-0.015032, -1.890304, -0.130227], [1.759953, -1.333373, -1.587699], [2.524440, -0.424250, -0.200548], [2.512201, -2.077679, -0.158389]], "atomic_forces_ev_per_a": [[-0.23, -0.95, 0.47], [0.73, 1.16, -0.63], [-1.07, -0.19, 1.27], [0.16, 0.03, -0.48], [-0.10, 0.29, 0.13], [0.68, -0.44, 0.03], [-0.24, -0.04, 1.02], [0.33, 0.48, -0.37], [-0.35, -0.22, 0.11], [0.06, -0.01, 0.00], [-0.11, -0.19, -0.60], [0.42, 0.05, -0.15], [-0.13, -0.06, -0.14], [0.02, 0.01, -0.04], [-0.07, -0.07, 0.08], [-0.30, 0.20, 0.15], [0.09, 0.27, -0.15], [-0.21, 0.51, -0.41], [0.30, -0.82, -0.29]], "nbo_charge": [-0.41, 0.18, -0.47, -0.22, -0.85, -0.69, -0.42, 0.20, 0.20, 0.21, 0.22, 0.17, 0.18, 0.36, 0.36, 0.38, 0.18, 0.20, 0.20]}

=====

No. 2
{"formula": "C5H8O", "method": "ωB97M-V/def2-TZVPD", "e_above_lowest_kcal_mol": 108.4, "molar_mass_g_mol": 84.12, "total_charge": 0, "fmax_ev_per_a": 5.3, "e_lumo_ev": [1.05, 0.10], "elements": ["C", "C", "C", "C", "O", "C", "H", "H", "H", "H", "H", "H", "H", "H"], "xyz": [[1.487775, 0.734459, -0.321038], [0.475202, 0.135675, 0.685393], [-0.900875, 0.660491, 0.437905], [-1.737704, -0.338063, -0.171906], [-0.755897, -1.461262, -0.554377], [0.309909, -1.201206, 0.073216], [1.774339, 1.752545, -0.077095], [2.390819, 0.116822, -0.476266], [0.863472, 0.096031, 1.727706], [0.827455, 0.804051, -1.193291], [-1.163581, 1.701755, 0.517016], [-2.287286, -0.099756, -1.093228], [-2.393343, -0.961227, 0.460970], [1.109714, -1.940314, -0.014999]], "atomic_forces_ev_per_a": [[-0.42, 1.09, 0.21], [0.96, -0.68, -0.60], [0.33, 0.88, 0.89], [0.06, -2.83, -1.10], [-4.83, 0.73, -2.14], [4.07, -1.37, 2.93], [0.29, 0.33, 0.13], [-0.62, 0.23, 0.04], [-0.38, 0.30, -0.45], [0.92, -0.04, -0.48], [-0.13, 0.06, 0.02], [0.18, 0.23, 0.29], [-0.19, 0.76, 0.21], [-0.24, 0.31, 0.06]], "nbo_charge": [-0.60, -0.35, -0.13, -0.16, -0.46, 0.07, 0.19, 0.22, 0.21, 0.20, 0.20, 0.21, 0.21, 0.17]}

=====

No. 3
{"formula": "C21H39NP2Re", "method": "ωB97M-V/def2-TZVPD", "e_above_lowest_kcal_mol": 0.0, "multiplicity": 4, "molar_mass_g_mol": 553.70, "s_squared": 3.778, "total_charge": 2, "fmax_ev_per_a": 7.3, "e_lumo_ev": [-6.33, -8.37], "elements": ["P", "P", "C", "C", "H", "H", "H", "H", "C", "H", "H", "H", "C", "H", "H", "H", "C", "H", "H", "H", "C", "H", "H", "H", "Re", "C", "C", "C", "C", "C", "C", "C", "C", "C", "H", "H", "H", "H", "H", "H", "H", "H", "H", "H", "H", "H", "H", "H", "H", "C", "C", "C", "C", "C", "C", "N", "H", "H", "H", "H", "H", "H", "H", "H"], "xyz": [[0.337275, -2.858958, 0.213809], [0.080161, 2.653533, 1.176118], [1.463686, 0.644116, -0.490225], [1.291566, 2.141263, -0.065707], [2.267767, 0.670001, -1.257863], [1.830810, -0.016455, 0.296982], [2.300033, 2.457198, 0.262354], [1.083496, 2.764926, -0.966751], [-1.513222, 2.945425, 0.436473], [-2.153416, 3.499178, 1.140810], [-2.003368, 2.013102, 0.123458], [-1.384788, 3.562412, -0.465811], [0.692492, 4.121717, 1.969238], [0.456899, 4.980821, 1.325394], [1.779063, 4.048033, 2.142086], [0.174116, 4.272864, 2.924903], [-0.683795, -4.359218, -0.011364], [-0.403400, -5.088034, 0.769525], [-0.498760, -4.811621, -1.004279], [-1.749626, -4.087306, 0.105166], [2.010743, -3.528001, 0.533838], [2.694416, -2.701033, 0.782180], [2.378199, -4.077907, -0.349936], [1.957429, -4.230563, 1.376282], [-0.078911, -0.502745, -1.389418], [0.213461, 0.710641, -2.906347], [-1.177916, 0.762301, -2.505198], [-2.257432, 0.090453, -3.345312], [-1.875918, -1.371299, -3.647775], [-0.925782, -1.914038, -2.582720], [0.543657, -1.965987, -2.597006], [1.344988, -1.386205, -3.752508], [0.798418, 0.005367, -4.119338], [-0.275942, -2.082441, 1.748564], [0.723790, 1.651535, -2.718594], [-1.530578, 1.692311, -2.059354], [-2.431523, 0.641984, -4.280624], [-3.227275, 0.098098, -2.827515], [-2.778121, -2.000713, -3.589341], [-1.499504, -1.478945, -4.675724], [-1.414467, -2.696139, -2.001183], [1.000777, -2.882216, -2.217912], [1.332621, -2.062289, -4.625558], [2.408515, -1.293089, -3.477979], [1.626533, 0.613180, -4.505136], [0.047329, -0.071754, -4.904506], [0.459537, -1.352488, 2.122073], [-0.461513, -2.865313, 2.510533], [-1.181390, -1.486823, 1.558344], [-2.562058, 0.874075, 2.668596], [-1.265774, 1.322290, 3.182986], [-0.865961, 1.384744, 4.510937], [0.556398, 1.350431, 4.546102], [1.024112, 1.280574, 3.255554], [2.365108, 0.936450, 2.772773], [-0.087777, 1.394887, 2.376284], [-3.320972, 1.175226, 3.398892], [-2.628559, -0.220875, 2.586231], [-2.833381, 1.314874, 1.709015], [-1.535510, 1.437410, 5.359120], [1.175686, 1.370847, 5.443794], [2.897715, 1.807126, 2.366177], [2.934499, 0.555187, 3.633271], [2.355330, 0.147851, 2.013093]], "atomic_forces_ev_per_a": [[-0.28, 1.42, 0.11], [0.17, -1.82, 1.27], [0.39, 0.59, 0.12], [0.73, -0.44, -0.60], [-0.45, -0.13, 0.29], [-0.04, 0.40, 0.25], [-0.55, 0.17, 0.13], [0.01, -0.33, 0.54], [-0.39, 0.26, -0.38], [0.17, -0.28, -0.19], [0.25, 0.34, 0.17], [0.10, -0.05, 0.30], [-0.01, 0.47, 0.05], [0.25, -0.10, 0.12], [-0.48, 0.06, -0.09], [0.09, -0.14, -0.15], [-0.08, 0.09, -0.05], [-0.19, 0.26, -0.32], [-0.18, 0.20, 0.48], [0.48, -0.26, -0.15], [-0.12, 0.15, 0.09], [-0.13, -0.38, -0.13], [-0.13, 0.32, 0.33], [0.10, 0.18, -0.16], [1.53, 0.22, 7.15], [0.51, 2.15, -2.09], [-1.38, 0.53, -1.48], [-0.44, 0.06, -0.03], [-0.23, -0.30, -0.07], [-0.66, -3.50, -3.19], [-0.43, -1.44, -2.74], [0.04, 0.13, -0.45], [0.21, 0.09, -0.54], [0.25, -0.52, 0.71], [0.15, -0.07, 0.13], [0.28, 0.00, 0.10], [0.17, -0.09, 0.18], [0.34, 0.13, 0.06], [0.29, 0.26, -0.09], [0.20, -0.04, 0.47], [0.14, 0.14, 0.27], [-0.20, 0.33, 0.22], [-0.10, 0.18, 0.30], [-0.39, -0.14, 0.17], [-0.34, -0.13, -0.06], [0.10, 0.08, -0.08], [-0.07, -0.38, -0.03], [-0.04, 0.64, -0.12], [0.11, -0.48, -0.05], [-1.13, 0.30, -0.10], [1.10, 0.62, 1.67], [-0.61, 0.19, -1.50], [0.69, 0.11, -0.56], [-0.88, 0.24, 1.22], [1.06, 0.27, 0.15], [0.05, -0.05, -1.11], [-0.04, -0.11, -0.23], [0.16, 0.27, -0.02], [-0.14, -0.21, 0.21], [0.06, -0.32, -0.09], [-0.20, -0.27, -0.37], [0.18, -0.26, 0.02], [-0.03, 0.25, -0.37], [-0.01, 0.19, 0.30]], "lowdin_spin": [0.00, 0.00, 0.22, 0.04, 0.02, 0.02, 0.01, 0.00, 0.00, 0.00, 0.00, 0.00, 0.00, 0.00, 0.00, 0.00, 0.00, 0.00, 0.00, 0.00, 0.00, 0.00, 0.00, 0.00, 1.94, 0.04, 0.04, 0.04, 0.07, 0.40, 0.03, 0.01, 0.01, 0.01, 0.02, 0.00, 0.00, 0.00, 0.01, 0.01, 0.04, 0.01, 0.00, 0.00, 0.00, 0.00, 0.00, 0.00, 0.00, 0.00, 0.00, 0.00, 0.00, 0.00, 0.00, 0.00, 0.00, 0.00, 0.00, 0.00, 0.00, 0.00, 0.00, 0.00]}